1.
{
  "formula": "C16H52N2O10",
  "method": "the ωB97M-V functional and the def2-TZVPD basis",
  "e_lumo_ev": [-2.7126, -9.2849],
  "e_tot_ev": -40876.768,
  "multiplicity": 2,
  "de_lowest_kcal_mol": 22.89,
  "homo_ev": [-11.58, -11.58],
  "charge": 1,
  "symbols": ["C", "O", "H", "H", "H", "H", "C", "O", "H", "H", "H", "H", "C", "O", "H", "H", "H", "H", "C", "O", "H", "H", "H", "H", "C", "O", "H", "H", "H", "H", "C", "O", "H", "H", "H", "H", "C", "O", "N", "N", "H", "H", "H", "H", "C", "C", "C", "O", "H", "H", "H", "H", "H", "H", "H", "H", "C", "C", "C", "O", "H", "H", "H", "H", "H", "H", "H", "H", "C", "C", "C", "O", "H", "H", "H", "H", "H", "H", "H", "H"],
  "positions_angstrom": [[-2.43, 2.36, -0.90], [-2.24, 2.28, 0.52], [-2.48, 1.38, -1.36], [-3.42, 2.80, -1.02], [-1.66, 3.03, -1.28], [-1.67, 3.04, 0.68], [0.09, -0.03, -0.17], [1.00, -0.70, 0.68], [-0.75, 0.16, 0.50], [0.51, 0.90, -0.53], [-0.33, -0.62, -0.99], [0.52, -1.40, 1.13], [-0.62, 1.10, -3.68], [-0.59, 2.43, -3.30], [-1.20, 0.53, -2.96], [-1.04, 1.05, -4.68], [0.34, 0.63, -3.87], [-1.49, 2.74, -3.27], [3.20, -1.39, 2.70], [2.74, -0.17, 3.29], [2.37, -1.88, 2.20], [3.99, -1.30, 1.94], [3.60, -2.12, 3.39], [2.20, 0.33, 2.66], [-1.66, -0.94, 3.54], [-1.41, -2.11, 4.25], [-0.94, -0.13, 3.65], [-1.56, -1.31, 2.53], [-2.71, -0.65, 3.63], [-0.78, -1.97, 4.96], [-4.11, -0.45, 0.13], [-3.95, 0.21, 1.30], [-3.15, -0.72, -0.31], [-4.67, -1.39, 0.06], [-4.55, 0.23, -0.60], [-3.34, 0.92, 1.10], [2.19, 4.38, -2.09], [3.02, 4.97, -1.45], [1.61, 3.29, -1.73], [1.79, 4.66, -3.30], [1.85, 3.05, -0.78], [0.87, 2.86, -2.27], [2.51, 5.13, -3.83], [1.13, 4.05, -3.76], [1.27, 3.12, 2.16], [1.87, 4.55, 2.22], [1.89, 4.96, 3.68], [3.21, 4.51, 1.80], [0.29, 3.11, 2.64], [1.90, 2.36, 2.62], [1.06, 2.90, 1.11], [1.32, 5.30, 1.65], [2.39, 4.29, 4.38], [0.86, 5.18, 3.96], [2.34, 5.96, 3.72], [3.16, 4.54, 0.84], [0.18, -2.84, -5.25], [1.01, -2.56, -3.92], [0.49, -3.37, -2.71], [2.36, -3.01, -4.09], [-0.87, -2.91, -4.96], [0.55, -3.74, -5.74], [0.35, -2.09, -6.02], [1.11, -1.48, -3.81], [0.22, -4.40, -2.96], [-0.40, -2.86, -2.33], [1.20, -3.48, -1.89], [2.72, -2.17, -4.38], [-2.35, -4.21, 2.00], [-0.90, -4.67, 2.06], [-0.29, -5.43, 0.86], [-0.18, -3.44, 2.11], [-2.53, -3.34, 1.37], [-2.64, -4.00, 3.02], [-2.88, -5.11, 1.69], [-0.72, -5.08, 3.05], [-0.62, -5.09, -0.13], [-0.49, -6.49, 1.01], [0.79, -5.40, 0.72], [-0.49, -2.86, 2.81]]
}


2.
{
  "formula": "C38H41N7O2STl",
  "method": "the ωB97M-V functional and the def2-TZVPD basis",
  "e_lumo_ev": [-4.6641, -4.5441],
  "e_tot_ev": -70120.710,
  "de_lowest_kcal_mol": 23.95,
  "homo_ev": [-10.61, -10.19],
  "charge": 1,
  "symbols": ["Tl", "N", "C", "S", "N", "N", "C", "C", "C", "C", "C", "C", "C", "C", "C", "C", "C", "C", "N", "H", "H", "H", "H", "H", "H", "H", "H", "H", "H", "H", "C", "C", "C", "C", "C", "N", "C", "O", "N", "C", "C", "C", "C", "N", "C", "C", "C", "H", "H", "H", "H", "H", "H", "H", "H", "H", "H", "H", "H", "H", "C", "C", "C", "C", "C", "C", "C", "C", "C", "C", "C", "C", "O", "H", "H", "H", "H", "H", "H", "H", "H", "H", "H", "H", "H", "H", "H", "H", "H", "H"],
  "positions_angstrom": [[-1.25, 0.84, 0.11], [-4.46, 4.01, -0.49], [-3.37, 3.25, -0.68], [-3.63, 1.55, -0.96], [-2.23, 3.90, -0.66], [-1.12, 3.16, -0.78], [0.00, 3.69, -1.11], [0.17, 5.13, -1.42], [-0.25, 6.09, -0.50], [-0.06, 7.44, -0.77], [0.52, 7.84, -1.96], [0.92, 6.89, -2.89], [0.74, 5.54, -2.62], [1.17, 2.77, -1.18], [2.46, 3.27, -1.29], [3.53, 2.39, -1.34], [3.30, 1.03, -1.29], [1.98, 0.61, -1.15], [0.95, 1.45, -1.09], [-5.38, 3.60, -0.48], [-4.35, 5.00, -0.34], [-0.71, 5.78, 0.43], [-0.37, 8.18, -0.04], [0.66, 8.89, -2.18], [1.36, 7.19, -3.83], [1.04, 4.80, -3.35], [2.63, 4.34, -1.32], [4.54, 2.77, -1.41], [4.10, 0.31, -1.34], [1.74, -0.45, -1.09], [3.29, -3.56, -4.23], [1.97, -4.23, -3.94], [1.90, -5.45, -3.29], [0.68, -6.04, -2.99], [-0.50, -5.41, -3.34], [-1.74, -6.01, -2.99], [-2.89, -5.40, -2.56], [-3.98, -5.91, -2.67], [-2.76, -4.14, -1.99], [-1.70, -3.60, -1.26], [-0.79, -4.39, -0.56], [0.24, -3.77, 0.12], [0.32, -2.39, 0.13], [-0.58, -1.63, -0.50], [-1.55, -2.22, -1.19], [-0.45, -4.22, -4.05], [0.77, -3.63, -4.33], [4.12, -4.23, -4.03], [3.42, -2.67, -3.61], [3.35, -3.24, -5.27], [2.82, -5.96, -3.01], [0.64, -6.99, -2.46], [-1.89, -6.98, -3.23], [-3.62, -3.62, -2.02], [-0.90, -5.46, -0.55], [0.97, -4.36, 0.66], [1.10, -1.88, 0.68], [-2.26, -1.57, -1.70], [-1.38, -3.75, -4.38], [0.79, -2.69, -4.87], [0.61, 2.86, 4.66], [1.38, 2.21, 3.50], [1.01, 2.88, 2.17], [1.19, 0.72, 3.55], [2.21, -0.10, 3.97], [2.01, -1.47, 4.17], [0.74, -2.04, 4.03], [-0.34, -1.29, 3.62], [-1.73, -1.87, 3.73], [-2.38, -1.30, 5.01], [-2.67, -1.69, 2.54], [-0.10, 0.10, 3.25], [-1.01, 0.77, 2.69], [0.80, 3.93, 4.69], [0.91, 2.43, 5.62], [-0.47, 2.70, 4.54], [2.44, 2.38, 3.67], [-0.07, 2.92, 2.03], [1.47, 2.35, 1.33], [1.40, 3.90, 2.16], [3.18, 0.34, 4.17], [2.84, -2.09, 4.49], [0.59, -3.08, 4.28], [-1.59, -2.95, 3.88], [-2.52, -0.23, 4.90], [-1.76, -1.48, 5.89], [-3.35, -1.77, 5.17], [-3.01, -0.66, 2.45], [-3.55, -2.32, 2.70], [-2.21, -2.00, 1.61]]
}


3.
{
  "formula": "C3H3NOS",
  "method": "the ωB97M-V functional and the def2-TZVPD basis",
  "e_lumo_ev": 0.2824,
  "e_tot_ev": -17530.512,
  "de_lowest_kcal_mol": 32.94,
  "homo_ev": -10.12,
  "smiles": "N#C[C@H](S)C=O",
  "symbols": ["C", "C", "C", "N", "O", "S", "H", "H", "H"],
  "positions_angstrom": [[0.46, -0.74, -1.07], [0.64, 0.82, 0.74], [0.06, -0.58, 0.32], [0.53, -0.87, -2.20], [1.79, 0.96, 0.60], [-1.81, -0.54, 0.26], [-0.07, 1.79, 0.90], [0.50, -1.35, 1.00], [-2.10, 0.51, -0.54]]
}


4.
{
  "formula": "C58H48F3GeMnNP3",
  "method": "the ωB97M-V functional and the def2-TZVPD basis",
  "e_lumo_ev": [-8.4963, -7.9926],
  "e_tot_ev": -186247.733,
  "multiplicity": 4,
  "homo_ev": [-15.85, -15.79],
  "charge": 3,
  "symbols": ["Mn", "F", "Ge", "C", "C", "C", "C", "C", "C", "P", "C", "C", "C", "C", "C", "C", "C", "C", "C", "C", "C", "C", "C", "C", "C", "C", "C", "C", "P", "C", "C", "C", "C", "C", "C", "C", "C", "C", "C", "C", "C", "C", "C", "C", "C", "C", "C", "P", "C", "C", "C", "C", "C", "C", "C", "C", "C", "C", "C", "C", "H", "H", "H", "H", "H", "H", "H", "H", "H", "H", "H", "H", "H", "H", "H", "H", "H", "H", "H", "H", "H", "H", "H", "H", "H", "H", "H", "H", "H", "H", "H", "H", "H", "H", "H", "H", "H", "H", "H", "H", "H", "H", "C", "C", "C", "N", "H", "H", "H", "H", "H", "F", "C", "F", "H"],
  "positions_angstrom": [[-1.19, -0.17, 1.31], [0.16, 0.48, -4.51], [0.11, 0.32, -2.76], [-1.23, 1.75, -2.39], [-1.88, 2.16, -3.55], [-2.79, 3.20, -3.53], [-3.06, 3.86, -2.35], [-2.44, 3.46, -1.18], [-1.53, 2.39, -1.18], [-0.75, 2.00, 0.42], [-2.04, 2.33, 1.68], [-1.70, 2.89, 2.91], [-2.66, 3.05, 3.89], [-3.96, 2.61, 3.68], [-4.31, 2.03, 2.46], [-3.35, 1.88, 1.46], [0.42, 3.40, 0.54], [1.71, 3.26, 0.05], [2.55, 4.36, -0.06], [2.09, 5.62, 0.32], [0.80, 5.76, 0.82], [-0.04, 4.67, 0.93], [-0.60, -1.54, -2.78], [-0.18, -2.31, -3.86], [-0.79, -3.52, -4.15], [-1.84, -3.96, -3.37], [-2.26, -3.22, -2.28], [-1.62, -2.02, -1.96], [-2.26, -1.16, -0.48], [-4.03, -1.00, -0.87], [-4.40, -0.02, -1.79], [-5.71, 0.05, -2.24], [-6.65, -0.87, -1.79], [-6.28, -1.84, -0.87], [-4.98, -1.92, -0.41], [-2.21, -2.39, 0.88], [-2.85, -1.99, 2.07], [-2.95, -2.88, 3.13], [-2.42, -4.15, 3.03], [-1.74, -4.53, 1.87], [-1.61, -3.65, 0.81], [2.08, 0.81, -2.57], [2.27, 1.92, -3.40], [3.51, 2.43, -3.70], [4.65, 1.83, -3.18], [4.50, 0.76, -2.33], [3.24, 0.24, -2.00], [3.51, -1.01, -0.73], [4.52, -2.36, -1.32], [4.51, -2.63, -2.69], [5.21, -3.72, -3.16], [5.92, -4.53, -2.28], [5.91, -4.26, -0.91], [5.21, -3.18, -0.42], [4.14, -0.25, 0.77], [3.29, 0.42, 1.65], [3.82, 1.04, 2.76], [5.18, 0.98, 3.02], [6.03, 0.32, 2.14], [5.51, -0.28, 1.01], [-1.66, 1.66, -4.48], [-3.28, 3.49, -4.45], [-3.75, 4.69, -2.33], [-2.65, 3.97, -0.26], [-0.68, 3.22, 3.08], [-2.40, 3.52, 4.83], [-4.71, 2.72, 4.45], [-5.32, 1.70, 2.29], [-3.64, 1.49, 0.50], [2.08, 2.29, -0.25], [3.55, 4.24, -0.44], [2.73, 6.48, 0.22], [0.44, 6.74, 1.12], [-1.04, 4.81, 1.31], [0.60, -1.93, -4.51], [-0.45, -4.10, -4.99], [-2.36, -4.89, -3.61], [-3.10, -3.56, -1.68], [-3.66, 0.69, -2.16], [-6.00, 0.81, -2.95], [-7.67, -0.82, -2.15], [-7.01, -2.56, -0.52], [-4.71, -2.69, 0.30], [-3.39, -1.04, 2.10], [-3.49, -2.58, 4.02], [-2.53, -4.85, 3.84], [-1.33, -5.52, 1.79], [-1.08, -3.96, -0.09], [1.40, 2.39, -3.84], [3.60, 3.29, -4.36], [5.63, 2.19, -3.45], [5.39, 0.29, -1.91], [3.97, -1.98, -3.36], [5.21, -3.94, -4.22], [6.49, -5.36, -2.66], [6.46, -4.90, -0.24], [5.19, -2.98, 0.64], [2.22, 0.45, 1.47], [3.16, 1.58, 3.44], [5.58, 1.46, 3.90], [7.09, 0.27, 2.35], [6.18, -0.78, 0.31], [-1.66, -1.15, 6.32], [-0.67, -0.12, 5.75], [-0.70, -0.05, 4.31], [-0.69, 0.02, 3.16], [-1.60, -1.13, 7.41], [-1.42, -2.15, 5.98], [-2.69, -0.91, 6.04], [0.34, -0.37, 6.06], [-0.91, 0.88, 6.13], [1.73, -2.03, 1.04], [1.87, -1.78, -0.31], [1.76, -2.96, -0.94], [1.03, -1.14, -0.59]]
}


5.
{
  "formula": "C11H15N",
  "method": "the ωB97M-V functional and the def2-TZVPD basis",
  "e_lumo_ev": [-3.7248, -6.8715],
  "e_tot_ev": -13132.778,
  "multiplicity": 2,
  "de_lowest_kcal_mol": 9.90,
  "homo_ev": [-12.96, -13.48],
  "charge": 1,
  "symbols": ["C", "C", "C", "C", "C", "C", "C", "C", "C", "N", "H", "H", "H", "H", "H", "H", "H", "H", "H", "C", "C", "H", "H", "H", "H", "H", "H"],
  "positions_angstrom": [[2.86, -1.14, -1.60], [0.31, -1.00, -1.27], [1.64, -0.98, -0.80], [-0.55, -0.98, -0.14], [1.54, -0.74, 0.60], [-0.27, -0.80, -2.54], [-1.64, -0.66, -2.61], [-2.46, -0.81, -1.48], [-1.91, -1.05, -0.21], [0.27, -0.77, 0.98], [0.33, -0.93, -3.43], [-2.15, -0.43, -3.53], [-3.52, -0.90, -1.68], [2.78, -1.95, -2.32], [3.78, -1.27, -1.03], [2.32, -0.44, 1.28], [0.05, -0.88, 1.96], [-2.42, -0.95, 0.73], [3.01, -0.24, -2.20], [-0.89, 1.92, 3.04], [-0.10, 2.34, 1.78], [-1.82, 2.47, 3.15], [-1.10, 0.85, 2.99], [-0.30, 2.15, 3.92], [-0.53, 1.86, 0.89], [0.90, 1.94, 1.91], [-0.14, 3.40, 1.59]]
}


6.
{
  "formula": "C28H74CoN6O14V2",
  "method": "the ωB97M-V functional and the def2-TZVPD basis",
  "e_lumo_ev": [-0.5689, -0.5634],
  "e_tot_ev": -156839.548,
  "multiplicity": 4,
  "homo_ev": [-8.29, -8.29],
  "symbols": ["O", "V", "O", "O", "V", "O", "Co", "O", "C", "C", "O", "H", "H", "H", "H", "O", "C", "C", "O", "H", "H", "H", "H", "C", "C", "C", "O", "C", "N", "H", "H", "H", "H", "H", "H", "H", "H", "H", "H", "H", "C", "C", "C", "O", "C", "N", "H", "H", "H", "H", "H", "H", "H", "H", "H", "H", "H", "C", "C", "C", "O", "C", "N", "H", "H", "H", "H", "H", "H", "H", "H", "H", "H", "H", "C", "C", "C", "O", "C", "N", "H", "H", "H", "H", "H", "H", "H", "H", "H", "H", "H", "C", "C", "C", "O", "C", "N", "H", "H", "H", "H", "H", "H", "H", "H", "H", "H", "H", "C", "C", "C", "O", "C", "N", "H", "H", "H", "H", "H", "H", "H", "H", "H", "H", "H"],
  "positions_angstrom": [[2.13, -3.39, 1.03], [0.61, -2.99, 1.36], [-0.36, -3.72, 0.34], [-0.86, 4.42, 2.00], [-0.40, 3.17, 2.89], [-1.67, 2.57, 3.69], [1.09, 0.35, 1.83], [-0.19, 1.78, 0.98], [-0.73, 1.15, -0.21], [-0.44, -0.39, -0.52], [0.67, -0.94, 0.17], [-0.28, 1.71, -1.03], [-1.80, 1.31, -0.34], [-0.26, -0.50, -1.59], [-1.32, -1.02, -0.41], [1.25, -1.47, 3.00], [1.36, -1.06, 4.38], [1.45, 0.48, 4.69], [0.93, 1.37, 3.71], [2.24, -1.44, 4.90], [0.48, -1.54, 4.82], [2.51, 0.66, 4.87], [0.95, 0.64, 5.65], [4.15, 1.92, -4.12], [3.46, 2.35, -2.79], [1.90, 2.51, -2.91], [1.45, 3.44, -3.90], [0.00, 3.50, -4.08], [3.82, 1.50, -1.71], [3.88, 0.87, -4.24], [5.23, 2.06, -4.18], [3.82, 2.33, -5.08], [3.93, 3.30, -2.56], [1.41, 2.82, -1.98], [1.55, 1.49, -3.09], [-0.42, 3.76, -3.11], [-0.45, 2.56, -4.40], [-0.16, 4.26, -4.85], [4.73, 1.18, -2.01], [3.25, 0.68, -1.83], [-1.10, -5.03, -2.81], [-2.55, -4.64, -2.95], [-3.45, -5.86, -3.02], [-3.13, -6.79, -4.12], [-4.21, -7.64, -4.45], [-2.93, -3.73, -1.87], [-0.78, -5.50, -3.73], [-1.01, -5.72, -1.97], [-0.36, -4.28, -2.51], [-2.70, -4.14, -3.90], [-4.40, -5.48, -3.41], [-3.57, -6.41, -2.09], [-3.95, -8.44, -5.14], [-5.06, -7.06, -4.80], [-4.54, -8.22, -3.59], [-3.23, -4.23, -1.05], [-2.16, -3.15, -1.54], [-2.08, 5.70, -1.33], [-3.16, 6.00, -0.33], [-3.96, 4.63, -0.02], [-4.49, 3.89, -1.15], [-4.70, 2.54, -0.88], [-2.43, 6.51, 0.82], [-1.52, 6.62, -1.49], [-2.52, 5.43, -2.28], [-1.35, 4.97, -1.00], [-3.82, 6.78, -0.73], [-4.79, 4.83, 0.65], [-3.28, 3.98, 0.55], [-4.93, 1.99, -1.79], [-5.47, 2.37, -0.13], [-3.89, 1.98, -0.41], [-3.15, 6.51, 1.53], [-1.77, 5.80, 1.08], [1.93, -1.54, -3.43], [2.85, -2.18, -2.43], [4.03, -2.95, -3.08], [4.82, -3.78, -2.18], [4.13, -4.88, -1.71], [3.26, -1.17, -1.54], [1.38, -2.32, -3.96], [2.53, -0.97, -4.14], [1.20, -0.90, -2.93], [2.20, -2.81, -1.83], [4.77, -2.32, -3.58], [3.71, -3.56, -3.93], [3.50, -4.68, -0.85], [4.88, -5.62, -1.42], [3.56, -5.45, -2.44], [3.93, -1.66, -0.96], [2.41, -1.02, -1.01], [-1.26, -5.71, 4.46], [-1.16, -4.77, 3.30], [-1.99, -3.49, 3.52], [-2.02, -2.82, 2.34], [-2.75, -1.65, 2.22], [0.29, -4.50, 3.04], [-0.77, -6.67, 4.31], [-2.33, -5.80, 4.62], [-0.77, -5.30, 5.34], [-1.57, -5.29, 2.43], [-1.53, -2.87, 4.30], [-2.98, -3.80, 3.86], [-3.66, -1.62, 2.82], [-2.99, -1.44, 1.18], [-2.17, -0.74, 2.36], [0.56, -3.86, 3.77], [0.79, -5.36, 3.24], [1.82, 6.51, 4.62], [1.23, 5.47, 3.69], [2.39, 4.56, 3.14], [1.88, 3.70, 2.11], [1.93, 4.34, 0.82], [0.27, 4.66, 4.41], [1.06, 6.97, 5.26], [2.49, 7.21, 4.12], [2.46, 6.00, 5.35], [0.70, 6.03, 2.93], [2.70, 3.94, 3.97], [3.30, 5.09, 2.86], [1.75, 3.62, 0.03], [2.95, 4.68, 0.65], [1.33, 5.25, 0.74], [-0.29, 5.33, 4.92], [0.77, 4.22, 5.17]]
}